No. 1
ORCA calculation (wB97M-V/def2-TZVPD) on one molecule with the formula C4H6OS3 in a non-equilibrium geometry.

XYZ file:
```
14
Properties=species:S:1:pos:R:3:forces:R:3
C 2.52173 -0.11034 -0.35052 0.42 0.90 1.59
C 1.10442 -0.29977 0.13981 -0.52 -0.30 -0.99
S 0.22603 1.29595 -0.01756 -0.51 -0.17 0.41
C -1.45763 1.00759 0.36038 0.34 -1.16 -0.59
S -2.60144 2.14925 0.24784 0.44 0.42 0.45
C -1.92367 -0.49495 0.59370 -0.47 1.87 -0.33
O -1.55475 -1.16840 1.50856 -0.21 -0.06 -0.80
S -3.22738 -0.90039 -0.63226 0.51 -0.95 0.59
H 3.11532 -1.02822 -0.18721 -0.34 0.43 -0.64
H 3.02692 0.69432 0.24032 -0.33 -0.60 -0.29
H 2.44438 0.28804 -1.33848 0.56 -0.32 -1.00
H 1.05745 -0.65817 1.12496 -0.03 -0.18 1.50
H 0.61238 -1.07063 -0.46049 -0.11 0.26 -0.15
H -3.34375 0.29574 -1.22905 0.25 -0.14 0.24
```
Positions in Å, forces in eV/Å.

Its multiplicity is 1. The calculation puts the HOMO energy at -0.3300 hartree. As for the LUMO energy: -0.034 hartree. As for the max |F|: 0.038 hartree/bohr. For the HOMO-LUMO gap, the calculation gives 8.051 eV.

***

No. 2
ORCA calculation (wB97M-V/def2-TZVPD) on one molecule with the formula C4H6P2 in a non-equilibrium geometry.

XYZ file:
```
12
Properties=species:S:1:pos:R:3:forces:R:3
C -0.97612 -0.15350 -0.89774 0.92 1.07 0.74
C 0.66200 0.04920 1.07990 0.42 -1.93 0.66
C -1.92021 0.21720 -1.94759 0.48 -2.79 -0.75
C 2.05339 -0.17020 1.74460 -1.13 1.75 -3.56
P -0.84004 -0.15216 1.84773 0.76 0.41 -1.42
P 0.68301 0.03401 -0.73854 -0.92 0.14 0.26
H -2.04093 -0.62087 -2.67517 0.62 0.51 -0.02
H -1.73827 1.12836 -2.42926 0.68 1.30 -0.80
H -2.90244 0.24189 -1.63899 -2.30 0.35 1.35
H 2.65656 -0.85915 1.10500 -0.10 1.05 0.42
H 1.97553 -0.57393 2.65791 -0.45 -1.60 3.44
H 2.38752 0.85914 1.89216 1.02 -0.26 -0.32
```
Positions in Å, forces in eV/Å.

Its multiplicity is 1. The calculation puts the HOMO energy (spin up / spin down) at -0.2956 / -0.2841 hartree. As for the LUMO energy (spin up / spin down): -0.026 / -0.024 hartree. As for the max |F|: 0.080 hartree/bohr. For the HOMO-LUMO gap (spin up / spin down), the calculation gives 7.331 / 7.070 eV.

***

No. 3
ORCA calculation (wB97M-V/def2-TZVPD) on C4H6S as an isolated structure in a non-equilibrium geometry.

XYZ file:
```
11
Properties=species:S:1:pos:R:3:forces:R:3
C -1.77989 0.79552 -1.12549 0.45 -0.66 -0.01
C -1.09182 0.17838 -0.36688 -0.26 1.45 0.21
C 1.05028 -0.85947 -0.17133 1.36 0.60 0.09
C -0.11654 -0.21700 0.58647 -1.83 -5.09 2.67
S 0.23409 0.98471 1.91038 -0.04 -0.63 -0.45
H -2.16945 1.19997 -1.99319 -0.92 0.63 -0.88
H 1.78262 -1.44775 0.46753 -1.42 0.16 -0.75
H 1.68775 0.00615 -0.42558 -0.19 -0.29 -0.58
H 0.66441 -1.34686 -1.12267 0.78 0.30 1.41
H -0.73331 -1.21866 1.22914 1.89 2.91 -1.58
H 0.47187 1.92501 1.01162 0.19 0.63 -0.12
```
Positions in Å, forces in eV/Å.

Its multiplicity is 1. The calculation puts the HOMO energy at -0.3447 hartree. As for the LUMO energy: 0.033 hartree. As for the max |F|: 0.117 hartree/bohr. For the HOMO-LUMO gap, the calculation gives 10.266 eV.

***

ΔE to the lowest compared entry with this formula, charge and spin (eV)
0.633; 3.677; 2.430